Computed, not measured: a single C14H17N3OS molecule in a non-equilibrium geometry, with the ωB97M-V functional and the def2-TZVPD basis.

Each line ends with the Mulliken charge.
Positions of all 36 atoms, in Å:
C (-5.3868, -1.9613, -1.0013)  -1.2676
C (-4.0201, -1.3821, -0.6630)  -0.2112
C (-4.1425, -0.0908, 0.1559)  -0.9195
C (-2.8044, 0.4774, 0.4744)  0.6999
C (-2.1990, 1.5716, -0.0492)  -1.1278
C (-0.8842, 1.7846, 0.4501)  0.5650
C (-0.0643, 2.9386, 0.0371)  -0.0263
O (-0.5240, 4.0304, -0.2353)  -0.6465
N (1.2868, 2.7330, -0.0274)  -0.4093
N (1.8799, 1.5313, 0.0887)  0.0852
C (3.1500, 1.4571, -0.0421)  0.1026
C (3.8922, 0.2429, 0.0217)  0.1800
C (5.2773, 0.1264, -0.0457)  -0.7075
C (5.5892, -1.2308, 0.0338)  -0.7550
C (4.3950, -1.9067, 0.1428)  -0.3048
N (3.3759, -1.0217, 0.1344)  0.1267
C (1.9896, -1.3782, 0.2398)  -0.8984
C (-0.5242, 0.8430, 1.3674)  -0.5187
S (-1.7642, -0.3126, 1.6241)  -0.1610
H (-5.9388, -2.1932, -0.0931)  0.3235
H (-5.2796, -2.8751, -1.5808)  0.3551
H (-5.9692, -1.2515, -1.5845)  0.3275
H (-3.4720, -1.1693, -1.5835)  0.3001
H (-3.4425, -2.1113, -0.0903)  0.3399
H (-4.6838, -0.3075, 1.0804)  0.3513
H (-4.7135, 0.6483, -0.4097)  0.3816
H (-2.6527, 2.2246, -0.7725)  0.4469
H (1.8507, 3.5491, -0.2815)  0.2548
H (3.7552, 2.3547, -0.2197)  0.3355
H (5.9683, 0.9409, -0.1393)  0.4106
H (6.5670, -1.6688, 0.0118)  0.4256
H (4.2115, -2.9611, 0.2204)  0.3775
H (1.6765, -1.4125, 1.2863)  0.2458
H (1.3823, -0.6357, -0.2737)  0.3797
H (1.8323, -2.3615, -0.2030)  0.3516
H (0.3861, 0.7780, 1.9266)  0.5875

Computed properties:
SMILES string: CCCc1cc(C(=O)N/N=C/c2cccn2C)cs1
Relative energy (zero: lowest compared OMol25 entry of this formula, charge and spin): 57.7 kcal/mol
Largest force on an atom: 0.0233 hartree/bohr
Lowest unoccupied orbital energy: 0.0223 hartree
Calculated total energy: -32146.1927 eV